Entry 1:
{
  "formula": "C4H6N2",
  "method": "ωB97M-V with the def2-TZVPD basis set",
  "symbols": ["N", "C", "C", "C", "C", "N", "H", "H", "H", "H", "H", "H"],
  "positions_angstrom": [[-2.57, -0.50, -1.41], [-1.86, 0.17, -0.79], [-0.88, 0.87, 0.03], [0.13, -0.13, 0.55], [1.12, -0.75, -0.36], [1.51, 0.34, 0.54], [-0.39, 1.63, -0.58], [-1.41, 1.37, 0.84], [-0.20, -0.73, 1.39], [1.08, -0.51, -1.43], [1.46, -1.75, -0.12], [2.02, -0.02, 1.34]],
  "homo_lumo_gap_ev": 11.12,
  "e_lumo_ev": 0.90,
  "charge": 0,
  "de_lowest_ev": 1.560,
  "smiles": "N#CC[C@H]1CN1",
  "spin_multiplicity": 1,
  "homo_energy_ha": -0.376
}



Entry 2:
{
  "formula": "C4H6NO",
  "method": "ωB97M-V with the def2-TZVPD basis set",
  "symbols": ["C", "C", "C", "C", "N", "O", "H", "H", "H", "H", "H", "H"],
  "positions_angstrom": [[0.47, 0.65, -0.05], [0.08, -0.85, 0.16], [1.69, 1.23, -0.03], [-1.39, -0.83, -0.12], [-0.74, 1.32, 0.19], [-1.67, 0.54, 0.02], [0.74, -1.36, -0.60], [0.26, -1.09, 1.14], [2.59, 0.70, -0.05], [1.74, 2.35, -0.19], [-1.87, -1.16, -1.05], [-1.89, -1.49, 0.58]],
  "homo_lumo_gap_ev": [8.60, 8.60],
  "e_lumo_ev": [-7.47, -7.47],
  "charge": 1,
  "de_lowest_ev": 3.749,
  "spin_multiplicity": 1,
  "homo_energy_ha": [-0.590, -0.590]
}



Entry 3:
{
  "formula": "C25H21O2",
  "method": "ωB97M-V with the def2-TZVPD basis set",
  "symbols": ["C", "C", "C", "C", "C", "O", "H", "H", "H", "H", "H", "H", "C", "O", "C", "C", "C", "C", "C", "C", "C", "C", "C", "C", "C", "C", "C", "C", "C", "C", "C", "C", "C", "H", "H", "H", "H", "H", "H", "H", "H", "H", "H", "H", "H", "H", "H", "H"],
  "positions_angstrom": [[0.83, 4.75, 2.53], [0.64, 4.13, 1.20], [-0.41, 4.44, 0.35], [-0.25, 3.67, -0.79], [0.89, 2.91, -0.60], [1.44, 3.19, 0.62], [0.05, 5.48, 2.73], [0.80, 3.99, 3.30], [1.79, 5.26, 2.57], [-1.19, 5.16, 0.56], [-0.89, 3.67, -1.65], [1.30, 2.20, -1.30], [4.45, -3.77, 2.08], [4.47, -2.99, 0.91], [3.28, -2.34, 0.63], [3.21, -1.55, -0.53], [2.06, -0.91, -0.90], [0.89, -1.03, -0.12], [-0.41, -0.56, -0.56], [-1.55, -0.43, 0.32], [-2.73, -0.61, -0.43], [-3.97, -0.66, 0.21], [-4.01, -0.48, 1.58], [-2.85, -0.23, 2.31], [-1.62, -0.20, 1.70], [-2.35, -0.73, -1.82], [-0.94, -0.63, -1.91], [-0.33, -0.71, -3.17], [-1.11, -0.90, -4.28], [-2.50, -1.02, -4.19], [-3.13, -0.94, -2.96], [0.98, -1.79, 1.07], [2.12, -2.44, 1.43], [5.42, -4.24, 2.20], [4.24, -3.14, 2.95], [3.69, -4.55, 2.00], [4.10, -1.46, -1.13], [2.05, -0.30, -1.78], [-4.86, -0.86, -0.35], [-4.96, -0.54, 2.09], [-2.93, -0.05, 3.37], [-0.73, 0.02, 2.26], [0.73, -0.63, -3.26], [-0.65, -0.95, -5.26], [-3.08, -1.20, -5.08], [-4.19, -1.05, -2.88], [0.09, -1.93, 1.66], [2.13, -3.05, 2.31]],
  "homo_lumo_gap_ev": 4.81,
  "e_lumo_ev": -5.73,
  "charge": 1,
  "spin_multiplicity": 1,
  "homo_energy_ha": -0.387
}



Entry 4:
{
  "formula": "C3H2EuFO2",
  "method": "ωB97M-V with the def2-TZVPD basis set",
  "symbols": ["H", "C", "C", "O", "C", "O", "H", "F", "Eu"],
  "positions_angstrom": [[2.13, 1.49, 2.02], [0.27, -0.96, -0.85], [-0.46, 0.16, -1.01], [-1.12, 0.40, -2.22], [-0.94, 1.41, -2.96], [0.96, -1.24, 0.22], [0.31, -1.64, -1.70], [-0.79, 1.00, -0.04], [2.18, -0.47, 2.08]],
  "homo_lumo_gap_ev": [4.67, 4.80],
  "e_lumo_ev": [-6.79, -6.76],
  "charge": 1,
  "de_lowest_ev": 4.098,
  "spin_multiplicity": 8,
  "homo_energy_ha": [-0.421, -0.425]
}



Entry 5:
{
  "formula": "C5H13OS",
  "method": "ωB97M-V with the def2-TZVPD basis set",
  "symbols": ["C", "C", "C", "C", "C", "O", "S", "H", "H", "H", "H", "H", "H", "H", "H", "H", "H", "H", "H", "H"],
  "positions_angstrom": [[1.08, 1.11, -2.35], [0.08, -2.38, 0.55], [-1.12, -1.27, 2.76], [1.00, 2.00, -1.16], [-0.06, 2.75, -0.87], [-0.67, 0.14, 0.63], [0.14, -0.88, 1.54], [1.73, 1.57, -3.09], [1.51, 0.14, -2.10], [0.10, 0.97, -2.80], [0.63, -3.16, 1.08], [0.58, -2.20, -0.40], [-0.94, -2.69, 0.37], [-1.29, -0.40, 3.38], [-0.74, -2.08, 3.38], [-2.04, -1.57, 2.27], [-0.19, 0.89, 0.17], [1.90, 2.07, -0.56], [-0.95, 2.74, -1.48], [-0.07, 3.44, -0.03]],
  "homo_lumo_gap_ev": 10.28,
  "e_lumo_ev": -3.40,
  "charge": 1,
  "de_lowest_ev": 0.000,
  "spin_multiplicity": 1,
  "homo_energy_ha": -0.503
}



Entry 6:
{
  "formula": "C6H15ClGdO2P",
  "method": "ωB97M-V with the def2-TZVPD basis set",
  "symbols": ["C", "C", "C", "C", "P", "O", "C", "C", "Cl", "O", "H", "H", "H", "H", "H", "H", "H", "H", "H", "H", "H", "H", "H", "H", "H", "Gd"],
  "positions_angstrom": [[-2.85, -0.20, 0.62], [-1.41, 0.05, 1.19], [-0.30, -0.89, 0.67], [0.97, -0.64, 1.57], [0.08, -0.67, -1.18], [0.06, 1.06, -1.15], [1.41, 1.54, -1.22], [2.33, 0.34, -1.62], [4.09, 0.58, -1.31], [1.82, -0.83, -1.04], [-2.87, -0.58, -0.41], [-3.45, -0.89, 1.23], [-3.38, 0.78, 0.59], [-1.47, -0.14, 2.33], [-1.11, 1.17, 1.08], [-0.62, -1.93, 0.82], [0.59, -0.38, 2.58], [1.55, -1.56, 1.68], [1.56, 0.22, 1.23], [-1.28, -0.83, -1.64], [0.12, -2.12, -1.25], [0.39, -0.67, -2.65], [1.63, 2.02, -0.25], [1.61, 2.32, -1.96], [2.32, 0.33, -2.72], [-1.79, 1.92, 2.79]],
  "homo_lumo_gap_ev": [5.12, 5.98],
  "e_lumo_ev": [-10.56, -9.68],
  "charge": 2,
  "spin_multiplicity": 8,
  "homo_energy_ha": [-0.576, -0.575]
}